{"formula": "C13H12Cl2N", "method": "the ωB97M-V functional and the def2-TZVPD basis", "elements": ["Cl", "C", "C", "C", "C", "C", "C", "C", "C", "C", "Cl", "C", "C", "C", "C", "H", "H", "H", "H", "H", "H", "H", "H", "H", "N", "H", "H", "H"], "coordinates": [[3.888, 4.035, -1.363], [2.586, 3.004, -0.959], [1.332, 3.128, -1.588], [0.334, 2.209, -1.311], [0.519, 1.105, -0.414], [-0.558, 0.192, -0.279], [-0.735, -0.873, 0.640], [-2.071, -1.375, 0.790], [-2.395, -2.408, 1.668], [-1.387, -2.957, 2.487], [-1.709, -4.300, 3.496], [-0.061, -2.492, 2.370], [0.267, -1.505, 1.436], [1.777, 1.061, 0.263], [2.804, 1.949, -0.050], [1.176, 3.936, -2.312], [-0.643, 2.315, -1.799], [-1.485, 0.523, -0.750], [-2.859, -0.935, 0.176], [-3.405, -2.811, 1.706], [0.732, -2.938, 2.969], [1.330, -1.272, 1.306], [1.982, 0.320, 1.038], [3.786, 1.809, 0.405], [-1.297, -0.319, -2.242], [-0.454, -0.872, -2.385], [-1.345, 0.395, -2.962], [-2.109, -0.922, -2.336]], "total_energy_ev": -40202.6142, "orbital_gap_ha": 0.261, "e_lumo_ha": -0.19740, "charge": 1, "de_lowest_ev": 1.0609, "molar_mass_g_mol": 253.2}



{"formula": "C13H12F3NS2", "method": "the ωB97M-V functional and the def2-TZVPD basis", "elements": ["F", "C", "F", "F", "C", "C", "C", "C", "C", "C", "N", "C", "C", "H", "H", "H", "H", "H", "C", "C", "S", "C", "S", "C", "H", "H", "H", "H", "H", "H", "H"], "coordinates": [[2.664, 1.819, 2.263], [2.417, 0.586, 2.800], [3.300, -0.292, 2.239], [2.723, 0.669, 4.134], [1.003, 0.144, 2.568], [0.694, -1.217, 2.560], [-0.578, -1.602, 2.139], [-1.533, -0.655, 1.752], [-2.939, -1.148, 1.305], [-3.891, -0.023, 1.216], [-4.645, 0.874, 1.258], [-1.258, 0.696, 1.987], [0.017, 1.105, 2.389], [1.441, -1.952, 2.842], [-0.847, -2.659, 2.113], [-3.263, -1.812, 2.142], [-2.025, 1.464, 1.862], [0.225, 2.161, 2.543], [-4.507, -3.491, -2.634], [-5.034, -3.670, -1.217], [-4.887, -2.169, -0.233], [-3.090, -2.054, 0.130], [-3.008, -1.356, -1.586], [-3.099, -2.930, -2.511], [-4.523, -4.451, -3.156], [-5.145, -2.827, -3.226], [-6.101, -3.892, -1.182], [-4.498, -4.444, -0.657], [-2.557, -3.014, 0.224], [-2.441, -3.673, -2.054], [-2.668, -2.652, -3.474]], "total_energy_ev": -44987.2331, "orbital_gap_ha": 0.265, "e_lumo_ha": 0.00912, "de_lowest_ev": 0.6781, "molar_mass_g_mol": 303.4}



| no. | highest occupied orbital energy (eV) |
| --- | --- |
| 1 | -12.48 |
| 2 | -6.97 |